{
  "formula": "Cl2H2N2",
  "method": "ωB97M-V with the def2-TZVPD basis set",
  "total_charge": 0,
  "e_tot_ev": -28053.60295,
  "smiles": "ClNNCl",
  "lumo_energy_ev": 0.440,
  "e_above_lowest_kj_mol": 98.3,
  "homo_lumo_gap_ev": 10.4,
  "homo_ev": -10.0,
  "largest_force_ev_per_a": 4.94,
  "symbols": ["Cl", "N", "N", "Cl", "H", "H"],
  "coordinates": [[-1.442, 1.446, 0.076], [-0.761, -0.084, -0.364], [0.748, -0.120, 0.361], [1.718, 1.217, -0.094], [-0.876, -0.178, -1.433], [0.642, 0.038, 1.329]],
  "forces_ev_per_a": [[-0.259, -0.112, -0.414], [1.698, 0.158, 1.803], [-1.835, -0.909, -4.495], [0.140, 0.257, -0.243], [1.643, 0.438, 2.047], [-1.386, 0.169, 1.302]]
}